Record 1
Computed, not measured: a cluster of 2 separate species, C4H4NO2S in total at a distorted geometry, with the ωB97M-V functional and the def2-TZVPD basis.

Computed properties:
**Kohn-Sham gap**: 5.2 eV
**ΔE to the lowest compared entry with this formula, charge and spin**: 26.6 kcal per mole
**Charge**: -1
**Largest force on an atom**: 4.16 eV Å⁻¹

Structure (XYZ):
```
12
Properties=species:S:1:pos:R:3:forces:R:3
C -0.05300 0.84182 -1.21008 -2.7 2.8 1.5
C -0.98248 0.41070 -0.26753 -1.1 1.5 0.1
C -0.11534 -0.40972 2.60257 -0.2 0.2 -0.4
C 0.92731 -0.18353 -1.43216 1.6 -1.3 -0.8
N -0.88189 -0.77601 0.31480 -1.2 0.2 0.9
O -0.44486 -1.45982 2.94356 -0.2 -1.2 0.7
O 0.26906 0.67314 2.47533 0.4 1.0 0.0
S 0.47454 -1.56756 -0.25670 1.0 0.2 -0.3
H -0.05946 1.94534 -1.51595 0.4 -1.9 0.3
H -1.86043 1.06203 0.14130 1.6 -1.0 -0.9
H 0.75777 -0.68605 -2.35000 0.3 -0.3 -1.4
H 1.96878 0.14967 -1.44513 0.2 -0.1 0.4
```
Forces are in eV/Å.

Löwdin atomic charge list, values in e, 8 entries:
1 C -0.28
2 C -0.42
3 C -0.55
4 C -0.52
5 N -0.47
6 O 0.14
7 O 0.15
8 S 0.72

=====

Record 2
Computed, not measured: a cluster of 7 separate species, C27H55NO7 in total at a distorted geometry, with the ωB97M-V functional and the def2-TZVPD basis.

Computed properties:
**Kohn-Sham gap**: 8.8 eV
**ΔE to the lowest compared entry with this formula, charge and spin**: 272.5 kcal per mole
**SMILES string**: CN(C)C=O.C1CCOC1.C1CCOC1.C1CCOC1.C1CCOC1.C1CCOC1.C1CCOC1
**Largest force on an atom**: 8.35 eV Å⁻¹

Structure (XYZ):
```
90
Properties=species:S:1:pos:R:3:forces:R:3
C 2.07026 4.45044 -1.07991 0.8 0.7 -0.3
N 2.29546 3.04805 -0.82792 -0.6 0.7 -0.1
C 2.21537 2.20864 -2.01297 0.6 0.0 0.0
C 2.91216 2.68167 0.30781 0.7 -0.9 -0.8
O 3.45446 1.56844 0.40552 -3.3 7.1 3.0
H 2.84201 4.78864 -1.77138 0.2 0.1 -0.2
H 2.22906 5.04784 -0.18214 -0.3 -0.1 0.1
H 1.14065 4.71995 -1.58119 -0.4 -0.4 0.4
H 2.22788 1.15733 -1.72541 -0.2 0.5 -0.4
H 1.29889 2.42630 -2.56142 0.5 0.0 0.1
H 3.09270 2.40565 -2.62906 0.0 0.0 -0.3
H 2.88566 3.48910 1.05583 0.2 -0.3 0.2
C 1.56757 -0.19376 0.37503 0.5 1.6 0.5
C 0.50143 -0.91045 -0.32541 1.8 -0.7 -0.5
C -0.44381 -1.08871 0.76807 0.7 -1.1 1.1
O -0.43595 0.17745 1.51503 1.8 0.1 -2.0
C 0.85223 0.75920 1.31719 0.8 -0.2 0.0
H 2.20976 0.39931 -0.27611 -0.5 -1.0 0.6
H 2.17740 -0.89539 0.94416 -1.3 1.0 0.6
H 0.86960 -1.86357 -0.70505 -0.1 -0.2 0.0
H 0.08651 -0.37732 -1.18081 1.7 -0.4 2.0
H -0.06032 -1.77912 1.51932 0.0 -0.6 -0.3
H -1.42544 -1.41558 0.42504 1.5 0.2 0.6
H 1.41429 0.82386 2.24886 -0.2 0.0 -0.3
H 0.80691 1.76915 0.90971 -0.5 -0.1 0.2
C -0.97796 2.30208 -2.40478 1.2 1.0 -0.2
C -0.43937 1.96996 -1.04084 0.1 -0.4 0.9
C -1.64277 1.48469 -0.22491 0.1 0.4 -0.2
O -2.72999 1.74324 -1.07634 -1.1 1.6 0.7
C -2.41815 2.64013 -2.09799 0.4 0.0 -0.2
H -0.80208 1.42613 -3.02919 -0.3 0.5 -0.2
H -0.37277 3.09622 -2.84206 -0.5 0.4 -0.2
H -0.05056 2.85887 -0.54410 0.2 -0.1 -0.2
H 0.31428 1.18729 -1.12758 -0.2 1.0 0.4
H -1.75706 1.96744 0.74564 0.1 0.7 -0.2
H -1.69251 0.45029 0.11519 0.3 1.2 -1.7
H -2.57568 3.65152 -1.72332 0.2 0.4 -0.3
H -3.04617 2.43825 -2.96571 -0.4 0.3 0.2
C 4.96287 -2.35020 -0.27966 -0.8 0.8 -0.5
C 3.75489 -1.42532 -0.50248 -1.1 -1.3 0.5
C 4.28902 -0.04136 -0.66156 2.5 -3.1 -0.3
O 5.60088 -0.25772 -1.16569 1.7 -1.1 -0.9
C 5.98435 -1.69960 -1.16316 -0.2 1.5 0.4
H 4.78991 -3.40165 -0.50908 0.0 0.1 0.2
H 5.25223 -2.18656 0.75841 0.1 -0.4 0.1
H 3.14805 -1.40241 0.40269 1.4 -1.3 -1.0
H 3.03582 -1.63074 -1.29548 0.3 -0.8 -0.4
H 4.28692 0.38921 0.33979 2.1 -1.8 -1.1
H 3.72242 0.60482 -1.33203 0.9 -0.7 -0.1
H 6.96756 -1.79868 -0.70318 0.2 0.3 -0.4
H 5.97654 -2.10822 -2.17364 0.1 0.2 -0.1
C -1.35912 -2.12141 -2.76767 0.2 -1.4 0.2
C -1.35717 -0.73844 -2.12972 -0.2 -1.4 -0.6
C -2.59864 -0.08830 -2.63603 -0.4 -0.4 -1.5
O -3.21477 -1.01292 -3.54620 -0.2 0.0 0.2
C -2.77485 -2.33439 -3.20396 -1.0 1.2 -0.9
H -1.07589 -2.89717 -2.05628 0.2 -0.1 0.1
H -0.70790 -2.23031 -3.63494 0.1 0.3 0.1
H -0.38938 -0.32754 -2.41725 -0.9 0.6 -1.0
H -1.31679 -0.82124 -1.04362 -0.9 0.1 -1.7
H -2.26740 0.77290 -3.21630 -1.0 -0.6 -0.3
H -3.23335 0.28330 -1.83157 -0.2 -1.1 -0.8
H -2.91829 -2.87895 -4.13722 0.2 -0.5 0.3
H -3.42584 -2.72595 -2.42231 0.0 -0.3 0.1
C -0.79584 -1.73754 5.35339 0.0 -1.1 -0.4
C -0.26566 -0.30493 5.35059 -0.3 -0.3 -0.5
C 0.19985 -0.21723 3.90191 0.9 1.5 1.6
O 0.80028 -1.48518 3.64012 1.6 2.5 -0.6
C -0.06927 -2.39980 4.13696 -0.4 -1.1 0.7
H -1.85027 -1.83714 5.09580 -0.2 0.5 0.5
H -0.60229 -2.30879 6.26131 -0.1 0.2 0.1
H 0.60825 -0.14143 5.98119 0.0 -0.4 0.2
H -0.99417 0.44875 5.64948 -0.2 -0.1 -0.2
H 0.96581 0.55728 3.86254 0.3 -0.3 0.2
H -0.49192 0.09676 3.12027 -0.4 -0.7 1.5
H 0.54542 -3.26367 4.38991 -0.4 -0.4 0.1
H -0.72583 -2.61662 3.29433 -0.8 -0.7 0.3
C -4.69823 -1.42611 0.03847 -0.3 0.9 -0.4
C -3.26691 -1.71966 0.37565 -0.1 -0.3 1.3
C -2.91553 -0.59321 1.35503 -2.3 1.1 1.1
O -3.57922 0.57808 0.83557 -1.5 -1.1 -0.9
C -4.74137 0.13044 0.06652 -0.4 0.0 1.5
H -5.40955 -1.74299 0.80116 0.2 -0.5 -0.1
H -4.92127 -1.88773 -0.92343 -0.5 0.3 0.0
H -2.65713 -1.70926 -0.52777 -0.5 0.1 0.1
H -3.12162 -2.69715 0.83554 0.0 -0.1 0.1
H -1.88536 -0.32007 1.58358 -2.3 -0.1 0.1
H -3.38197 -0.67165 2.33706 -0.2 -1.1 0.3
H -4.88218 0.64825 -0.88224 0.7 -0.1 0.0
H -5.59004 0.43622 0.67837 -0.3 0.0 -0.1
```
Forces are in eV/Å.

Löwdin atomic charge list, values in e, 8 entries:
1 C -0.05
2 N -0.17
3 C -0.02
4 C -0.24
5 O -0.10
6 H 0.09
7 H 0.09
8 H 0.09

=====

Record 3
Computed, not measured: the molecule C7H12N4 at a distorted geometry, with the ωB97M-V functional and the def2-TZVPD basis.

Computed properties:
**Kohn-Sham gap**: 8.7 eV
**ΔE to the lowest compared entry with this formula, charge and spin**: 22.4 kcal per mole
**SMILES string**: [H]/N=C(/c1nc[nH]c1N)C(C)C
**Largest force on an atom**: 5.13 eV Å⁻¹

Structure (XYZ):
```
23
Properties=species:S:1:pos:R:3:forces:R:3
H -1.09118 -2.11504 -0.02699 0.2 0.1 0.3
N -0.12676 -1.79071 0.10868 0.0 -0.7 -0.4
C -0.01069 -0.56602 -0.14759 3.0 3.0 -0.5
C 1.49208 0.15640 -0.18356 -4.3 -2.7 -0.2
N 1.77454 1.42614 -0.51954 1.4 1.2 0.0
C 3.10778 1.50691 -0.44434 -3.8 -2.3 0.3
N 3.65370 0.30127 -0.11907 -2.5 1.0 -0.8
C 2.59493 -0.58647 -0.00379 2.8 -1.5 2.0
N 2.72698 -1.95956 0.31408 -3.8 0.4 -1.8
C -1.10871 0.43234 -0.36569 -1.0 -2.0 3.8
C -2.38855 -0.06650 -0.93637 -2.1 0.2 0.1
C -1.46041 0.96891 1.08254 -0.1 0.7 1.3
H 3.59936 2.36074 -0.66592 1.8 2.3 -0.5
H 4.59889 0.27857 0.05058 2.3 -1.1 0.5
H 1.62932 -2.22832 0.28448 2.9 -0.2 0.4
H 3.17338 -2.27201 1.15005 0.2 0.4 0.6
H -0.81725 1.16515 -1.03641 1.1 1.8 -0.7
H -2.09846 -0.45143 -1.93443 -1.1 0.2 0.2
H -3.02375 -0.86233 -0.33597 1.5 1.6 -1.1
H -2.96538 0.96842 -0.91631 0.4 -2.5 -0.8
H -1.73916 0.23703 1.91330 0.3 0.0 -1.7
H -2.41126 1.61706 1.05727 1.8 -0.4 -0.1
H -0.55915 1.43228 1.57566 -1.1 0.3 -0.8
```
Forces are in eV/Å.

Löwdin atomic charge list, values in e, 8 entries:
1 H 0.07
2 N 0.13
3 C -0.24
4 C -0.20
5 N 0.10
6 C -0.16
7 N 0.13
8 C -0.32

=====

Record 4
Computed, not measured: the ion C5H13N2O with charge +1 at a distorted geometry, with the ωB97M-V functional and the def2-TZVPD basis.

Computed properties:
**Kohn-Sham gap**: 9.7 eV
**ΔE to the lowest compared entry with this formula, charge and spin**: 37.6 kcal per mole
**Charge**: +1
**SMILES string**: CNC[C@@H]([NH3+])CC=O
**Largest force on an atom**: 1.66 eV Å⁻¹

Structure (XYZ):
```
21
Properties=species:S:1:pos:R:3:forces:R:3
C -0.67986 3.04893 -0.37257 -0.5 -0.5 -1.3
N -0.72795 1.69134 0.15254 0.2 -0.7 -0.7
C 0.47857 0.87466 0.05265 -0.6 0.6 1.4
C 0.10618 -0.55914 0.40963 0.4 -0.2 -1.2
N -1.15747 -0.95823 -0.33169 0.2 -0.3 0.3
C 1.23530 -1.52269 0.05171 -0.3 -0.2 -0.6
C 0.98188 -2.95309 0.47287 0.0 0.4 -0.2
O -0.14177 -3.39333 0.37782 0.1 -0.1 0.3
H -0.01244 3.11499 -1.22849 0.3 -0.3 0.0
H -1.64887 3.25595 -0.82973 -0.1 0.4 0.4
H -0.37328 3.81395 0.30222 0.1 0.5 0.8
H -1.09427 1.63777 1.08721 0.0 0.3 0.3
H 1.20576 1.18905 0.81361 0.4 -0.1 -0.3
H 0.93073 0.95526 -0.93422 -0.1 -0.1 -0.1
H -0.13385 -0.69357 1.45736 -0.1 0.2 0.3
H -1.16656 -1.99374 -0.27160 -0.3 0.0 0.1
H -1.96626 -0.53244 0.11648 -0.1 0.0 -0.1
H -1.17825 -0.66415 -1.30771 0.2 0.1 0.0
H 1.33403 -1.68605 -1.03373 -0.2 0.5 -0.1
H 2.16802 -1.04058 0.29944 0.4 -0.3 0.6
H 1.84036 -3.58489 0.71621 0.0 -0.2 0.2
```
Forces are in eV/Å.

Löwdin atomic charge list, values in e, 8 entries:
1 C -0.10
2 N -0.13
3 C -0.19
4 C -0.27
5 N 0.22
6 C -0.10
7 C -0.18
8 O 0.06